Density functional theory data (wB97M-V/def2-TZVPD) for C23H56CuF8N2O29S11 as an isolated structure at a distorted geometry.

The HOMO energy (alpha / beta) comes out at -8.673 / -8.673 eV. The multiplicity is 2. As for the energy relative to the best compared isomer or geometry (same formula, charge and spin): 14.0356 eV. As for the expectation value of S²: 0.764. The HOMO-LUMO gap (alpha / beta) comes out at 3.66 / 1.81 eV.

```
130
Properties=species:S:1:pos:R:3:forces:R:3:mulliken_charge:R:1
Cu -13.344 -13.894 5.719 -0.3 0.1 0.3 0.99
N -17.447 -13.920 7.445 0.9 -5.5 3.5 -0.22
S -18.431 -12.833 7.325 -5.3 8.1 -4.0 1.04
O -18.442 -11.719 8.230 0.3 -0.6 0.3 -0.56
O -19.762 -13.163 6.790 2.2 0.0 0.7 -0.61
F -17.617 -12.164 6.117 0.0 0.3 -1.2 -0.33
S -18.304 -14.656 8.722 0.2 -2.7 3.5 1.04
O -19.421 -15.550 8.404 2.4 1.8 0.1 -0.55
O -18.378 -13.814 9.916 -0.4 -1.1 -2.2 -0.53
F -17.120 -15.629 9.185 0.0 -0.3 -0.8 -0.26
C -12.456 -15.383 -0.588 1.0 -0.7 -0.4 0.68
F -11.824 -16.119 0.349 -1.5 -0.2 -0.4 -0.22
F -11.469 -14.616 -1.059 -1.3 -0.1 -0.7 -0.18
F -13.024 -16.177 -1.574 1.3 1.8 2.2 -0.17
S -13.721 -14.139 0.236 1.3 3.8 -2.1 0.99
O -13.020 -13.060 0.869 0.7 -1.6 1.2 -0.59
O -14.543 -13.578 -0.817 -0.1 -2.0 0.8 -0.50
N -14.411 -15.146 1.420 0.3 0.8 -1.4 -0.21
S -15.667 -15.731 0.693 -4.1 -4.9 -0.2 0.95
O -16.954 -15.183 1.111 1.7 0.3 -0.5 -0.44
O -15.535 -16.049 -0.744 0.1 0.7 2.2 -0.37
C -15.697 -17.616 1.478 0.2 -0.9 0.2 0.65
F -16.235 -18.464 0.571 0.1 1.5 1.2 -0.20
F -14.391 -18.011 1.590 -1.6 0.8 0.5 -0.20
F -16.382 -17.743 2.692 1.8 0.6 -2.8 -0.18
O -17.243 -15.133 18.632 -0.9 -0.5 -1.0 -0.60
S -18.432 -15.793 18.108 0.4 0.6 2.0 1.13
O -19.076 -16.677 19.122 0.8 1.7 -3.7 -0.60
O -19.502 -14.615 17.687 -0.1 -2.5 0.0 -0.31
C -19.064 -13.513 16.904 0.4 2.3 1.7 -0.28
C -19.397 -12.295 17.887 0.1 -0.6 -1.2 -1.14
C -17.911 -16.453 16.403 -1.8 -0.1 1.6 -0.85
H -19.449 -13.386 15.892 -1.0 -0.6 0.2 0.37
H -17.991 -13.589 16.731 0.2 0.2 0.4 0.34
H -20.424 -12.231 18.248 -0.2 -1.0 -0.2 0.30
H -19.342 -11.327 17.390 1.0 0.1 0.1 0.36
H -18.784 -12.461 18.773 0.2 0.6 -0.2 0.27
H -18.805 -16.775 15.869 -0.1 -0.2 0.3 0.34
H -17.307 -17.313 16.693 0.4 0.4 -0.5 0.34
H -17.517 -15.624 15.815 0.6 -0.2 0.6 0.32
O -24.804 -7.656 10.104 0.5 0.6 -3.0 -0.59
S -24.930 -7.100 8.745 -1.1 1.6 1.8 1.03
O -26.068 -6.181 8.567 1.8 -1.6 -0.5 -0.60
O -23.544 -6.263 8.418 -1.0 -1.1 -0.4 -0.28
C -23.440 -5.231 7.388 0.4 1.6 1.3 -0.25
C -21.932 -4.909 7.282 -0.5 0.1 0.0 -1.11
C -24.783 -8.396 7.413 -0.7 2.7 1.9 -0.79
H -23.977 -4.370 7.785 0.2 0.2 0.5 0.28
H -23.964 -5.254 6.432 0.2 -1.7 -0.2 0.39
H -21.757 -4.238 6.442 0.0 -0.2 -0.2 0.37
H -21.323 -5.809 7.200 -0.2 0.0 -0.3 0.30
H -21.554 -4.362 8.146 -0.3 -0.2 0.2 0.29
H -23.775 -8.701 7.692 -0.3 -0.9 -0.7 0.35
H -24.878 -7.738 6.549 0.3 -0.5 -0.3 0.26
H -25.698 -8.971 7.559 0.6 -0.6 -0.1 0.37
O -18.877 -5.244 -1.531 -2.2 -1.6 -0.2 -0.58
S -20.088 -6.077 -1.413 -0.4 -0.1 0.9 1.08
O -20.988 -5.818 -0.257 1.9 -0.9 -3.2 -0.57
O -20.965 -6.123 -2.830 0.7 0.3 3.6 -0.31
C -20.357 -5.656 -3.992 -0.3 0.3 -2.0 -0.19
C -20.622 -6.734 -5.033 -0.1 -0.2 -0.3 -1.14
C -19.625 -7.877 -1.564 0.1 1.1 0.5 -0.81
H -19.284 -5.469 -4.015 0.0 0.0 0.9 0.29
H -20.865 -4.708 -4.173 0.2 0.0 -0.6 0.35
H -20.585 -6.317 -6.039 -0.1 -0.1 0.0 0.36
H -21.557 -7.265 -4.853 -0.4 0.5 -0.2 0.31
H -19.904 -7.552 -4.972 0.4 0.2 0.0 0.29
H -20.478 -8.548 -1.464 -0.1 0.4 0.7 0.33
H -18.849 -7.960 -0.803 -0.1 -0.6 -0.1 0.34
H -19.254 -8.109 -2.563 0.4 0.7 0.1 0.25
O -9.208 -18.811 8.992 -0.5 -0.9 -0.5 -0.55
S -10.057 -19.561 8.115 -0.1 -2.0 -2.2 1.11
O -10.939 -18.887 7.185 0.1 -0.3 1.1 -0.60
O -9.071 -20.500 7.088 -0.4 0.9 2.5 -0.36
C -9.612 -21.181 5.941 -0.4 0.9 -0.5 -0.34
C -9.083 -22.600 5.844 0.1 0.0 -0.2 -1.04
C -10.921 -21.003 8.976 0.6 0.6 0.1 -0.79
H -9.347 -20.497 5.134 0.3 -0.5 -0.5 0.33
H -10.700 -21.128 5.926 -0.2 -0.3 0.4 0.39
H -8.005 -22.652 5.695 0.1 0.2 0.6 0.29
H -9.439 -23.149 4.972 -0.5 0.4 -0.1 0.36
H -9.410 -23.178 6.709 0.3 0.0 0.1 0.26
H -11.158 -21.781 8.252 0.2 0.3 -0.2 0.26
H -11.824 -20.775 9.542 0.0 0.7 -0.4 0.35
H -10.215 -21.390 9.712 0.3 0.1 -0.3 0.32
O -12.782 -12.348 12.656 -1.0 2.9 -0.6 -0.61
S -13.033 -11.064 11.965 1.2 -2.3 0.6 1.09
O -13.098 -11.177 10.521 0.2 0.9 0.9 -0.60
O -14.408 -10.376 12.486 1.6 -1.1 0.4 -0.21
C -14.631 -9.047 12.045 -1.0 1.5 -0.6 -0.20
C -15.973 -8.597 12.640 0.5 0.3 -0.7 -1.28
C -11.649 -9.883 12.509 -1.2 -1.8 -0.7 -1.01
H -14.583 -9.003 10.956 -0.3 -0.2 -0.1 0.40
H -13.884 -8.332 12.387 0.4 -0.3 0.4 0.29
H -16.794 -9.205 12.260 0.1 -0.5 0.7 0.33
H -16.269 -7.601 12.311 0.5 0.2 -0.2 0.39
H -15.809 -8.509 13.714 -0.7 -0.5 0.1 0.31
H -10.773 -10.524 12.416 0.0 0.1 -0.5 0.39
H -11.714 -9.722 13.585 -0.5 0.6 -0.3 0.32
H -11.683 -9.073 11.781 0.3 0.2 0.6 0.39
O -17.943 -23.034 12.105 -0.2 -2.5 0.3 -0.56
S -17.964 -24.493 12.023 -0.8 -0.6 -1.3 1.05
O -16.834 -25.312 12.438 -1.3 1.0 0.0 -0.57
O -19.394 -25.058 12.699 1.0 0.7 -0.2 -0.33
C -19.326 -26.247 13.539 1.6 0.7 0.9 -0.31
C -18.947 -25.903 15.021 -0.5 0.4 -1.3 -1.01
C -18.343 -24.910 10.235 0.6 1.2 1.3 -0.87
H -18.641 -26.902 13.000 0.2 -0.3 0.6 0.33
H -20.267 -26.785 13.655 -0.4 0.7 -0.9 0.35
H -19.606 -25.108 15.370 -0.9 -0.5 0.0 0.31
H -18.031 -25.356 15.241 0.8 -1.0 -0.5 0.32
H -19.118 -26.860 15.514 0.4 0.4 0.7 0.32
H -17.465 -24.502 9.732 -0.1 0.1 -0.1 0.32
H -19.212 -24.282 10.039 0.0 -0.3 -0.3 0.33
H -18.444 -25.960 9.962 -0.2 0.1 0.6 0.31
O -11.264 -5.991 5.789 -1.5 -0.5 0.4 -0.57
S -12.661 -6.374 5.843 -3.0 -0.5 -0.6 1.08
O -13.125 -7.783 5.965 1.5 3.3 0.2 -0.56
O -13.525 -5.474 6.985 2.4 -1.1 -1.1 -0.28
C -13.155 -4.046 7.083 1.5 -1.1 -1.9 -0.11
C -13.694 -3.641 8.349 -0.9 1.9 0.9 -1.30
C -13.609 -5.649 4.407 0.8 -0.4 0.3 -0.94
H -13.570 -3.575 6.191 -0.4 0.3 0.3 0.28
H -12.090 -3.821 7.030 0.3 -0.8 -0.1 0.36
H -13.150 -4.022 9.213 -0.7 -0.9 -0.1 0.31
H -14.755 -3.815 8.170 -0.2 -0.1 1.5 0.32
H -13.536 -2.573 8.497 -0.3 0.3 -0.3 0.39
H -14.679 -5.720 4.600 0.2 -0.2 0.3 0.32
H -13.370 -6.198 3.496 0.2 0.0 0.2 0.37
H -13.327 -4.603 4.288 0.1 -0.1 0.1 0.33
```
Forces are in eV/Å.